Entry 1:
Here is a 2-piece molecular cluster, C2H12O3Si3 overall from OMol25. Energies are from ωB97M-V with the def2-TZVPD basis set.

Calculated values
E_HOMO ... -7.763 eV
Max |F| ... 4.51 eV Å⁻¹
Kohn-Sham gap ... 7.319 eV
Energy ... -32043.55777 eV
LUMO energy ... -0.444 eV

```
20
Properties=species:S:1:pos:R:3:forces:R:3
C 2.4131 -0.2629 1.9804 2.3 -2.3 -2.4
C -2.7127 1.5803 -0.0874 1.0 2.9 -2.4
O -0.2170 -0.8470 1.6475 -0.4 -1.5 1.0
O -2.5108 0.2416 -2.5162 -0.2 0.8 -1.7
O 1.3231 -1.7288 -1.9480 0.3 0.1 -1.3
Si 1.2841 -1.3826 1.0099 -1.1 1.9 3.2
Si -1.6206 1.3100 -1.7030 1.1 0.4 1.7
Si 1.1281 -0.3742 -0.9541 0.3 1.2 -3.1
H 3.2059 0.1097 1.3510 0.5 0.3 -0.2
H 1.9024 0.5208 2.3090 -2.5 3.6 1.1
H 2.8591 -0.6618 2.8380 0.8 -1.1 1.3
H -2.2976 2.2572 0.6228 0.6 0.7 0.5
H -3.7291 1.9380 -0.2492 0.0 -0.3 -0.5
H -2.6892 0.6855 0.3811 -0.2 -3.2 1.4
H -0.3752 -1.3708 2.4770 -0.1 1.0 -1.1
H -2.4881 -0.6067 -2.1455 -0.2 -2.0 0.6
H 1.8212 -1.6511 -2.7930 -0.7 0.1 1.0
H 1.4746 -2.5808 1.7785 0.2 -1.6 -0.6
H -1.2650 2.4021 -2.7230 -0.3 -0.5 0.9
H 2.4938 0.4215 -1.2760 -1.4 -0.4 0.5
```
Positions in Å, forces in eV/Å.

***

Entry 2:
Here is a 4-piece molecular cluster, C2H12O4 overall from OMol25. Energies are from ωB97M-V with the def2-TZVPD basis set.

Calculated values
E_HOMO ... -10.435 eV
SMILES ... CCO.O.O.O
Max |F| ... 1.31 eV Å⁻¹
Kohn-Sham gap ... 11.194 eV
Energy ... -10458.59533 eV
LUMO energy ... 0.758 eV

```
18
Properties=species:S:1:pos:R:3:forces:R:3
C 2.0159 1.0041 1.0790 -0.2 0.0 0.6
C 1.8667 -0.4187 0.5688 1.2 0.3 0.4
O 0.7168 -1.0726 1.0684 0.0 0.1 -0.2
H 1.9675 1.0092 2.1672 0.0 -0.2 0.3
H 1.2209 1.6779 0.7940 -0.2 0.2 -0.5
H 2.9995 1.4138 0.8702 0.0 0.1 -0.4
H 1.8816 -0.4660 -0.5175 -0.4 -0.1 0.0
H 2.7980 -0.9103 0.8879 -0.2 -0.4 0.0
H 0.7095 -0.9538 2.0260 -0.1 0.0 -0.2
O -2.8150 -1.3395 -1.6105 0.2 0.1 -0.1
H -3.2748 -1.6276 -2.4032 -0.1 0.0 0.1
H -1.9800 -0.9514 -1.9303 0.0 0.0 0.1
O -2.2238 0.8665 0.3870 0.0 0.0 0.1
H -2.5003 0.7110 1.2970 0.0 0.0 -0.2
H -2.5723 0.1190 -0.1224 -0.2 0.0 0.0
O -0.3880 0.0104 -1.7289 0.2 -0.1 -0.1
H -0.3783 0.0860 -0.7624 -0.1 0.1 0.0
H -0.0437 0.8418 -2.0704 -0.1 0.0 0.1
```
Positions in Å, forces in eV/Å.

***

Entry 3:
Here is a 5-piece molecular cluster, C2H12O6 overall from OMol25. Energies are from ωB97M-V with the def2-TZVPD basis set.

Calculated values
E_HOMO ... -10.562 eV
SMILES ... CC(=O)O.O.O.O.O
Max |F| ... 5.71 eV Å⁻¹
Kohn-Sham gap ... 10.940 eV
Energy ... -14553.43674 eV
LUMO energy ... 0.378 eV

```
20
Properties=species:S:1:pos:R:3:forces:R:3
C 1.4370 2.2081 0.1214 0.4 1.6 1.5
C 1.1952 0.9833 -0.6648 0.8 -2.0 0.9
O 2.1202 0.1768 -0.8421 -0.8 0.5 -0.5
O -0.0745 0.7002 -0.8548 -0.2 -0.8 -0.8
H 1.3578 1.8944 1.2161 -0.6 0.4 -1.4
H 0.7567 3.0420 -0.1416 0.2 -0.7 0.5
H 2.4716 2.6091 0.1317 -0.5 -0.6 -0.8
H -0.3250 -0.2453 -1.2625 0.7 2.2 0.0
O -1.0117 -1.7335 1.9819 4.7 -2.9 1.3
H -0.5165 -1.5315 2.8205 -1.1 -0.1 -1.3
H -1.7143 -1.1889 1.9164 -3.6 3.0 0.1
O -0.8810 -1.2865 -2.3586 2.4 -0.2 1.3
H -0.4030 -1.8190 -1.5962 -1.1 0.1 -1.3
H -1.8044 -1.4268 -2.4294 -1.2 -0.5 0.3
O 0.7947 -2.1073 -0.5775 2.1 1.3 1.7
H 1.5111 -1.3201 -0.7924 -1.7 -1.8 0.7
H 0.8227 -2.2319 0.4346 -0.3 0.4 -2.5
O -1.7330 1.1632 1.2404 2.1 -2.3 1.4
H -1.5990 0.3752 0.6714 -0.4 1.5 0.1
H -2.4044 1.7384 0.9855 -1.8 1.0 -1.2
```
Positions in Å, forces in eV/Å.